ORCA calculation (the ωB97M-V functional and the def2-TZVPD basis) on C5H9N in the gas phase in a non-equilibrium geometry.

ΔE to the lowest compared entry with this formula, charge and spin = 67.0 kcal per mole
HOMO-LUMO gap = 8.6 eV
SMILES = C=C(C)/C=C\N

Cartesian coordinates (Å):
C -1.091 -1.437 1.163
C -0.447 -0.388 0.689
C -1.210 0.198 -0.929
C 0.720 0.281 1.099
C 1.701 0.665 0.219
N 1.573 0.462 -1.105
H -0.661 -2.037 1.953
H -2.007 -1.801 0.719
H -1.118 1.238 -1.252
H -1.157 -0.598 -1.675
H -2.223 0.188 -0.536
H 0.826 0.518 2.149
H 2.500 1.318 0.560
H 2.114 1.079 -1.697
H 0.479 0.314 -1.357

These are the natural (NBO) partial charges, in e, on atoms 1 to 8: C -0.453; C 0.079; C -0.766; C -0.432; C 0.070; N -0.814; H 0.207; H 0.200

***

ORCA calculation (the ωB97M-V functional and the def2-TZVPD basis) on a molecular structure, C5H9N in a non-equilibrium geometry.

ΔE to the lowest compared entry with this formula, charge and spin = 105.0 kcal per mole
HOMO-LUMO gap = 9.8 eV

Cartesian coordinates (Å):
C 0.003 0.184 -0.113
C -1.369 -0.225 0.378
C -2.446 -0.512 -0.393
C 1.173 -0.595 0.488
C 2.397 -0.611 -0.380
H 0.528 1.865 1.082
H -0.520 2.229 -0.236
H 0.200 0.051 -1.185
H -1.396 -0.471 1.495
H -3.349 -0.929 0.103
H -2.450 -0.319 -1.500
H 0.870 -1.256 1.604
H 3.248 -1.128 0.081
H 2.780 0.057 -1.499
N 0.332 1.660 0.075

These are the natural (NBO) partial charges, in e, on atoms 1 to 8: C -0.192; C -0.191; C -0.394; C -0.195; C -0.406; H 0.356; H 0.360; H 0.211

***

ORCA calculation (the ωB97M-V functional and the def2-TZVPD basis) on C5H9N in the gas phase in a non-equilibrium geometry.

ΔE to the lowest compared entry with this formula, charge and spin = 141.6 kcal per mole
HOMO-LUMO gap = 5.3 eV

Cartesian coordinates (Å):
N 0.410 3.191 1.170
C 0.346 1.795 1.223
C 0.218 1.008 -0.076
C 0.018 -0.337 -0.061
C -0.162 -1.194 -1.246
C -0.576 -2.580 -1.082
H 0.527 3.607 2.046
H -0.499 1.386 1.852
H 1.367 2.024 1.578
H 0.574 1.635 -0.900
H -0.056 -0.906 0.872
H -0.229 -0.698 -2.210
H -1.507 -2.786 -0.517
H 0.235 -3.078 -0.572
H -0.665 -3.067 -2.077

These are the natural (NBO) partial charges, in e, on atoms 1 to 8: N -0.678; C -0.353; C -0.121; C -0.264; C -0.113; C -0.679; H 0.321; H 0.210

***

ORCA calculation (the ωB97M-V functional and the def2-TZVPD basis) on a molecular structure, C5H9N in a non-equilibrium geometry.

ΔE to the lowest compared entry with this formula, charge and spin = 90.5 kcal per mole
HOMO-LUMO gap = 9.3 eV

Cartesian coordinates (Å):
C 0.505 -1.097 0.373
C 1.325 0.237 0.458
C -0.301 0.462 -1.272
C -0.745 -0.544 -0.303
C -1.115 0.655 0.630
H 0.487 -1.727 1.186
H 1.186 -1.746 -0.175
H 2.042 0.344 -0.302
H 1.909 0.856 1.308
H -0.978 1.204 -1.706
H 0.446 0.024 -1.885
H -1.579 -1.192 -0.449
H -2.090 1.079 0.369
H -1.221 0.299 1.788
N 0.130 1.148 -0.021

These are the natural (NBO) partial charges, in e, on atoms 1 to 8: C -0.449; C -0.247; C -0.263; C -0.229; C -0.243; H 0.225; H 0.210; H 0.189

***

ORCA calculation (the ωB97M-V functional and the def2-TZVPD basis) on C5H9N in the gas phase in a non-equilibrium geometry.

ΔE to the lowest compared entry with this formula, charge and spin = 2.4 kcal per mole
HOMO-LUMO gap = 12.4 eV
SMILES = CCCCC#N

Cartesian coordinates (Å):
C 1.165 -1.058 1.543
C 0.258 -0.996 0.316
C 0.067 0.445 -0.150
C -0.969 0.593 -1.273
C -1.341 1.999 -1.474
N -1.626 3.114 -1.588
H 0.796 -0.384 2.326
H 1.211 -2.067 1.964
H 2.187 -0.747 1.297
H -0.721 -1.432 0.559
H 0.677 -1.608 -0.494
H -0.255 1.051 0.705
H 1.025 0.863 -0.484
H -1.881 0.036 -1.026
H -0.593 0.191 -2.220

These are the natural (NBO) partial charges, in e, on atoms 1 to 8: C -0.602; C -0.395; C -0.379; C -0.507; C 0.291; N -0.331; H 0.204; H 0.214

***

ORCA calculation (the ωB97M-V functional and the def2-TZVPD basis) on C5H9N in the gas phase in a non-equilibrium geometry.

ΔE to the lowest compared entry with this formula, charge and spin = 52.1 kcal per mole
HOMO-LUMO gap = 8.5 eV
SMILES = C/C=C/C=C/N

Cartesian coordinates (Å):
C -3.014 0.906 -0.147
C -1.621 0.888 -0.648
C -0.622 0.305 0.100
C 0.836 0.024 -0.066
C 1.569 -0.908 0.569
N 2.936 -1.040 0.247
H -3.695 0.323 -0.856
H -3.144 0.207 0.775
H -3.402 1.987 -0.252
H -1.419 1.577 -1.491
H -0.886 -0.295 0.974
H 1.179 0.489 -0.932
H 1.228 -1.834 1.150
H 3.217 -0.627 -0.580
H 3.476 -1.842 0.628

These are the natural (NBO) partial charges, in e, on atoms 1 to 8: C -0.652; C -0.219; C -0.191; C -0.337; C 0.029; N -0.821; H 0.210; H 0.225

***

ORCA calculation (the ωB97M-V functional and the def2-TZVPD basis) on C5H9N in the gas phase.

ΔE to the lowest compared entry with this formula, charge and spin = 52.4 kcal per mole
HOMO-LUMO gap = 10.1 eV
SMILES = C1CC1N1CC1

Cartesian coordinates (Å):
C -0.045 -1.270 -1.057
C 0.966 -0.358 -1.695
C 0.680 -0.246 -0.231
N -0.009 0.929 0.268
C -0.104 1.027 1.715
C -1.300 0.707 0.905
H -1.091 -1.074 -1.281
H 0.189 -2.319 -0.906
H 1.925 -0.759 -2.008
H 0.577 0.437 -2.324
H 1.453 -0.622 0.438
H 0.322 0.212 2.303
H 0.040 2.020 2.137
H -2.059 1.462 0.710
H -1.667 -0.317 0.948

These are the natural (NBO) partial charges, in e, on atoms 1 to 8: C -0.443; C -0.419; C -0.070; N -0.405; C -0.250; C -0.259; H 0.217; H 0.216

***

ORCA calculation (the ωB97M-V functional and the def2-TZVPD basis) on a molecular structure, C5H9N in a non-equilibrium geometry.

ΔE to the lowest compared entry with this formula, charge and spin = 95.6 kcal per mole
HOMO-LUMO gap = 9.2 eV

Cartesian coordinates (Å):
C -0.581 -1.909 0.584
C 1.074 1.677 -0.631
C -0.735 0.077 0.151
C 0.423 -0.451 0.762
C 0.564 0.264 -0.581
N -1.915 0.567 0.158
H -1.981 1.330 -0.518
H 0.871 -0.576 1.733
H 0.755 -0.305 -1.489
H -1.550 -1.920 1.081
H 0.067 -2.582 1.146
H -0.623 -2.286 -0.439
H 0.882 2.206 0.307
H 0.596 2.224 -1.450
H 2.151 1.682 -0.814

These are the natural (NBO) partial charges, in e, on atoms 1 to 8: C -0.573; C -0.607; C 0.350; C -0.287; C -0.289; N -0.719; H 0.350; H 0.246

***

ORCA calculation (the ωB97M-V functional and the def2-TZVPD basis) on a molecular structure, C5H9N in a non-equilibrium geometry.

ΔE to the lowest compared entry with this formula, charge and spin = 7.2 kcal per mole
Spin multiplicity = 3
HOMO-LUMO gap (spin up / spin down) = 8.0 / 9.6 eV

Cartesian coordinates (Å):
C 0.047 1.396 -1.500
C -0.031 -0.106 -1.601
C -0.557 0.100 -0.190
C -1.469 -0.664 0.682
C 1.723 -0.173 1.555
N -0.427 1.472 -0.275
H 0.365 2.192 -2.145
H -0.750 -0.502 -2.317
H 0.916 -0.634 -1.701
H -1.242 -1.727 0.655
H -2.505 -0.516 0.357
H -1.398 -0.298 1.703
H 2.384 0.338 0.890
H 1.657 -1.239 1.518
H 1.288 0.359 2.370

These are the natural (NBO) partial charges, in e, on atoms 1 to 8: C 0.058; C -0.537; C 0.275; C -0.683; C -0.494; N -0.432; H 0.188; H 0.221

***

ORCA calculation (the ωB97M-V functional and the def2-TZVPD basis) on 2 unconnected molecules or ions with the total composition C5H9N2 in a non-equilibrium geometry.

ΔE to the lowest compared entry with this formula, charge and spin = 151.3 kcal per mole
Charge = +1
HOMO-LUMO gap = 10.0 eV

Cartesian coordinates (Å):
C -0.485 1.504 -0.106
C 0.216 -1.608 2.270
C -0.460 -0.795 1.185
C 1.316 -2.258 0.050
C -0.703 2.966 -2.143
N 0.592 -1.710 0.919
N -0.635 2.226 -0.985
H 1.221 -2.092 -0.919
H 0.943 -1.373 2.938
H -0.372 -2.516 2.445
H -1.468 -1.204 1.085
H -0.296 0.271 0.656
H 2.181 -2.933 0.374
H 0.173 2.567 -2.859
H -0.558 4.079 -2.208
H -1.665 2.877 -2.702

These are the natural (NBO) partial charges, in e, on atoms 1 to 8: C 0.321; C -0.201; C -0.303; C 0.101; C -0.485; N -0.206; N -0.373; H 0.201

***

ORCA calculation (the ωB97M-V functional and the def2-TZVPD basis) on a gas-phase ion, C5H9N2 (charge +1) in a non-equilibrium geometry.

ΔE to the lowest compared entry with this formula, charge and spin = 66.3 kcal per mole
Charge = +1
HOMO-LUMO gap = 7.9 eV
SMILES = C[C@@H]1C=[NH+]C(N)=C1

Cartesian coordinates (Å):
C 2.179 0.480 -0.279
C 0.983 -0.428 0.192
C 0.116 -1.378 -0.701
N -1.125 -1.012 -0.485
C -1.240 0.153 0.212
N -2.492 0.793 0.383
C -0.059 0.453 0.717
H 1.824 1.169 -1.165
H 2.957 -0.201 -0.426
H 2.462 1.160 0.584
H 1.437 -1.079 0.988
H 0.558 -2.214 -1.188
H -2.033 -1.413 -0.774
H -2.510 1.707 0.941
H -3.205 0.537 -0.337
H 0.148 1.274 1.340

These are the natural (NBO) partial charges, in e, on atoms 1 to 8: C -0.571; C -0.323; C 0.253; N -0.422; C 0.302; N -0.832; C -0.228; H 0.241

***

ORCA calculation (the ωB97M-V functional and the def2-TZVPD basis) on 2 unconnected molecules or ions with the total composition C5H9N2 in a non-equilibrium geometry.

ΔE to the lowest compared entry with this formula, charge and spin = 114.3 kcal per mole
Charge = +1
HOMO-LUMO gap = 10.0 eV

Cartesian coordinates (Å):
C 0.341 2.312 -0.488
C -0.037 2.420 -1.640
C 0.167 -1.467 0.134
C -0.459 2.660 -2.968
C 0.786 -3.005 1.900
N -0.312 -0.460 -0.225
N 0.649 -2.582 0.486
H 0.081 2.175 -3.773
H -0.398 3.701 -3.169
H -1.509 2.377 -3.266
H 1.822 -3.448 1.919
H 0.130 -3.734 2.220
H 0.701 -2.001 2.383
H 0.664 2.569 0.415
H -0.187 0.553 -0.312
H 0.627 -3.239 -0.292

These are the natural (NBO) partial charges, in e, on atoms 1 to 8: C -0.372; C 0.139; C 0.733; C -0.737; C -0.382; N -0.473; N -0.580; H 0.262

***

ORCA calculation (the ωB97M-V functional and the def2-TZVPD basis) on a molecular structure, C5H9N2 in a non-equilibrium geometry.

ΔE to the lowest compared entry with this formula, charge and spin = 121.0 kcal per mole
Charge = +1
HOMO-LUMO gap = 9.4 eV

Cartesian coordinates (Å):
C 1.761 -0.762 0.333
C 0.569 0.078 0.798
C 2.098 -0.105 -0.797
C 0.272 0.698 -0.445
C -0.529 -1.315 0.807
N 1.166 0.732 -1.356
N -1.045 1.528 -0.668
H 2.415 -1.301 1.010
H 0.632 0.519 1.750
H 3.148 -0.330 -1.334
H -0.912 -1.947 0.011
H -1.366 -1.311 1.462
H 0.094 -2.210 1.331
H -1.669 1.306 0.206
H -1.361 1.220 -1.604
H -1.043 2.595 -0.673

These are the natural (NBO) partial charges, in e, on atoms 1 to 8: C -0.179; C -0.338; C -0.049; C 0.394; C -0.663; N -0.359; N -0.746; H 0.258

***

ORCA calculation (the ωB97M-V functional and the def2-TZVPD basis) on a gas-phase ion, C5H9N2 (charge +1) in a non-equilibrium geometry.

ΔE to the lowest compared entry with this formula, charge and spin = 96.6 kcal per mole
Charge = +1
HOMO-LUMO gap = 9.9 eV
SMILES = C/C=C/[N+]#CCN

Cartesian coordinates (Å):
C -0.804 -2.023 2.613
C -0.803 -1.409 1.254
C 0.186 -0.636 0.777
N 0.008 0.002 -0.392
C -0.052 0.508 -1.425
C -0.240 1.585 -2.711
N 0.254 2.865 -2.394
H -0.198 -3.033 2.521
H -0.073 -1.423 3.151
H -1.814 -2.153 2.997
H -1.619 -1.725 0.600
H 1.118 -0.214 1.278
H -1.178 1.461 -3.104
H 0.571 1.244 -3.398
H -0.230 3.464 -1.810
H 1.159 2.716 -2.111

These are the natural (NBO) partial charges, in e, on atoms 1 to 8: C -0.669; C -0.015; C -0.162; N -0.254; C 0.537; C -0.194; N -0.744; H 0.267

***

ORCA calculation (the ωB97M-V functional and the def2-TZVPD basis) on 2 unconnected molecules or ions with the total composition C5H9N2O in a non-equilibrium geometry.

ΔE to the lowest compared entry with this formula, charge and spin = 120.7 kcal per mole
Charge = +1
HOMO-LUMO gap (spin up / spin down) = 7.8 / 7.6 eV

Cartesian coordinates (Å):
C -1.108 -2.257 -0.187
C -0.803 -0.979 1.686
C -0.144 -1.400 -1.009
C 0.756 -0.524 -0.082
C -0.206 1.933 -0.239
N -1.397 -1.919 0.982
N 0.409 -0.376 1.241
O 1.926 -0.366 -0.534
H -1.482 -3.164 -0.635
H -1.258 -0.490 2.548
H 0.613 -1.955 -1.485
H -0.713 -0.770 -1.720
H -0.399 2.162 0.762
H -1.073 2.001 -0.830
H 0.779 2.031 -0.564
H 1.083 0.036 1.945
H 2.691 -0.076 0.119

These are the natural (NBO) partial charges, in e, on atoms 1 to 8: C 0.175; C 0.222; C -0.549; C 0.710; C -0.480; N -0.408; N -0.566; O -0.602